[1]
Density functional theory data (ωB97M-V/def2-TZVPD) for a structure of composition C26H23Cl4N6NaO5.

The geometry in XYZ format:
```
65
Properties=species:S:1:pos:R:3:forces:R:3:nbo_charge:R:1
Na 0.189 -0.507 -0.161 0.1532 0.4829 -0.5724 0.902
O 2.062 0.690 -4.085 -0.0189 -0.0080 0.0137 -0.669
C 1.748 -0.028 -3.133 0.1788 -0.0608 -0.0464 0.630
N 0.538 -0.403 -2.714 -0.0739 0.0181 0.1530 -0.711
C -0.525 -0.478 -3.524 -0.1200 0.0815 -0.0837 0.631
O -0.573 -0.710 -4.733 0.0078 0.0036 0.0243 -0.663
C -1.859 -0.345 -2.783 0.0704 0.0426 -0.1353 0.139
C -3.040 -0.679 -3.441 0.0618 0.0414 0.0200 -0.238
C -4.233 -0.574 -2.752 -0.0447 -0.0120 -0.0368 -0.191
C -4.213 -0.139 -1.435 0.0146 0.0348 0.0266 -0.279
C -2.990 0.186 -0.866 -0.1101 0.0294 -0.0143 0.043
N -1.842 0.096 -1.530 0.0342 -0.2186 0.1557 -0.432
C 2.880 -0.501 -2.214 -0.0875 0.0568 -0.0756 0.143
C 4.132 0.095 -2.337 -0.0209 -0.0231 0.0167 -0.230
C 5.152 -0.322 -1.503 0.0179 0.0238 -0.0150 -0.190
C 4.894 -1.327 -0.583 0.0076 -0.0333 0.0256 -0.276
C 3.617 -1.864 -0.542 0.0251 -0.0276 0.0408 0.048
N 2.629 -1.467 -1.335 -0.0496 0.0408 -0.0012 -0.404
H -2.976 -1.013 -4.467 -0.0042 -0.0079 -0.0041 0.233
H -5.170 -0.837 -3.231 0.0036 0.0006 0.0074 0.193
H -5.119 -0.062 -0.848 -0.0155 0.0033 -0.0049 0.204
H -2.905 0.506 0.168 0.0066 -0.0008 0.0449 0.233
H 4.255 0.869 -3.080 0.0117 0.0114 -0.0081 0.235
H 6.135 0.133 -1.563 -0.0029 -0.0021 0.0032 0.193
H 5.655 -1.682 0.101 -0.0009 0.0098 -0.0088 0.199
H 3.366 -2.641 0.173 0.0035 -0.0040 0.0207 0.190
Cl -1.546 -3.476 6.047 -0.0159 0.0067 0.0268 -0.039
C -1.491 -2.255 4.802 0.0073 -0.1341 0.0660 -0.109
C -1.968 -0.992 5.054 -0.0413 0.1045 0.0757 -0.165
Cl -2.637 -0.579 6.609 0.0052 -0.0198 0.0102 -0.042
C -1.905 -0.023 4.032 -0.0401 -0.0211 -0.0677 -0.113
Cl -2.479 1.602 4.330 0.0112 0.0233 0.0021 -0.069
C -1.397 -0.288 2.758 0.0836 -0.0126 0.0294 0.258
O -1.308 0.590 1.825 0.0045 -0.0125 -0.0925 -0.861
C -0.883 -1.642 2.483 -0.1413 0.0401 -0.0223 0.307
O -0.393 -1.892 1.336 -0.0391 -0.3939 0.4776 -0.814
C -0.958 -2.568 3.540 0.0365 0.0508 -0.0964 -0.198
Cl -0.337 -4.167 3.225 0.0151 -0.0321 -0.0022 -0.044
C -3.272 3.733 0.409 -0.0448 0.0487 0.0038 -0.641
C -1.908 3.590 -0.178 -0.0654 -0.0194 -0.0145 0.148
C -1.317 4.135 -1.304 -0.0267 -0.0502 0.0558 -0.383
C -0.040 3.535 -1.364 0.0602 -0.0864 -0.0420 0.131
N 0.133 2.704 -0.348 -0.0117 0.0285 0.0592 -0.284
N -1.005 2.758 0.361 0.1049 0.1337 -0.0974 -0.348
C 1.030 3.670 -2.397 0.0287 0.0567 -0.0180 -0.640
H -3.659 4.742 0.256 0.0076 -0.0007 0.0052 0.202
H -3.253 3.525 1.480 0.0057 -0.0078 0.0095 0.231
H -3.974 3.032 -0.048 0.0105 -0.0130 -0.0199 0.218
H -1.754 4.837 -1.993 -0.0163 0.0371 -0.0270 0.201
H -1.143 2.079 1.125 -0.0442 -0.0924 0.0800 0.468
H 1.195 4.714 -2.673 -0.0097 0.0022 -0.0126 0.187
H 0.791 3.106 -3.300 -0.0278 -0.0110 -0.0097 0.240
H 1.960 3.258 -2.007 0.0194 -0.0080 0.0161 0.231
C 2.986 2.554 2.588 0.0230 0.0895 -0.0129 -0.412
N 2.055 1.515 2.965 0.0059 -0.1751 -0.0050 -0.439
C 1.483 1.472 4.291 -0.0536 0.0816 0.0397 -0.403
C 1.724 0.589 2.039 0.0516 0.2842 -0.0697 0.533
O 2.188 0.580 0.910 0.0620 -0.1494 0.0385 -0.656
H 3.147 3.210 3.444 -0.0009 0.0002 -0.0101 0.184
H 2.592 3.134 1.751 -0.0128 -0.0173 -0.0010 0.226
H 3.942 2.130 2.273 -0.0019 -0.0093 0.0139 0.199
H 1.089 2.452 4.570 -0.0218 -0.0245 -0.0109 0.190
H 2.214 1.160 5.045 0.0222 0.0316 -0.0177 0.170
H 0.651 0.767 4.300 0.0036 -0.0118 0.0038 0.242
H 0.986 -0.133 2.384 -0.0013 -0.1995 0.0903 0.161
```
Positions in Å, forces in eV/Å.

Calculated values
**E_HOMO**: -1.23 eV
**E**: -3712.5921 a.u.
**E_LUMO**: 3.854 eV
**Total charge**: -2
**Frontier orbital gap**: 5.08 eV
**Relative energy (zero: lowest compared OMol25 entry of this formula, charge and spin)**: 0.0 kcal/mol

---

[2]
Density functional theory data (ωB97M-V/def2-TZVPD) for a structure of composition C26H23F4I2N3Ti in a non-equilibrium geometry.

The geometry in XYZ format:
```
59
Properties=species:S:1:pos:R:3:forces:R:3:nbo_charge:R:1
Ti -0.183 -0.104 0.793 -0.1516 2.1653 2.5116 1.335
C 0.543 1.004 3.822 -0.1444 0.0215 0.3571 -0.404
N 1.049 0.952 2.448 0.1695 0.1648 0.3120 -0.498
C 1.239 2.341 2.003 0.0817 0.4015 -0.0875 -0.410
C 2.334 0.232 2.444 0.3001 -0.2810 -0.1328 -0.222
C 2.722 -0.244 1.014 0.4900 0.0262 0.2769 -0.222
N 1.647 0.108 0.116 0.6624 -0.4613 -0.1226 -0.803
C 1.888 0.752 -1.031 0.3413 0.9001 -1.3390 0.176
C 0.913 1.685 -1.456 0.1592 -0.1788 0.4436 0.224
F -0.099 1.903 -0.533 0.3741 0.0332 -0.6550 -0.316
C 0.991 2.421 -2.614 0.0841 0.0212 -0.0235 0.372
F 0.011 3.285 -2.917 0.0768 -0.0462 0.0461 -0.302
C 2.098 2.298 -3.440 -0.0288 -0.2216 0.2724 -0.385
C 3.095 1.416 -3.044 -0.1664 0.2389 -0.0998 0.364
F 4.176 1.288 -3.830 -0.0456 -0.0849 0.1423 -0.304
C 3.017 0.665 -1.886 -0.2196 -0.1988 0.3356 0.246
F 4.023 -0.190 -1.587 -0.2705 0.1760 -0.1172 -0.310
H 1.268 1.492 4.489 0.0295 -0.0522 -0.0814 0.179
H 0.343 -0.001 4.191 -0.0260 0.0478 -0.0543 0.215
H -0.389 1.567 3.856 0.0566 -0.0501 -0.0595 0.229
H 1.796 2.925 2.749 -0.0227 -0.1346 0.0405 0.189
H 0.266 2.821 1.855 0.1095 -0.0874 0.0438 0.222
H 1.799 2.387 1.068 -0.1012 -0.0858 0.0952 0.213
H 2.234 -0.639 3.093 -0.0310 0.1334 -0.0171 0.215
H 3.127 0.871 2.863 -0.1391 -0.0596 0.0063 0.189
H 2.895 -1.333 1.020 -0.0081 0.3398 0.0425 0.211
H 3.662 0.244 0.722 -0.2270 -0.1593 -0.0068 0.204
H 2.195 2.869 -4.348 -0.0349 0.0217 -0.0693 0.251
C 0.812 -3.987 2.587 0.0135 0.1528 0.0372 -0.203
C 0.738 -4.773 1.446 0.0051 -0.1152 0.0980 -0.230
C 0.285 -4.227 0.264 -0.1031 0.2524 -0.3191 -0.183
C -0.041 -2.866 0.194 0.4585 -0.3256 0.9174 -0.076
C 0.120 -2.035 1.329 -0.0741 -1.0723 -0.0621 -0.464
C 0.495 -2.639 2.522 0.1805 -0.1804 0.1501 -0.157
C -0.680 -2.243 -0.954 -0.5530 1.2053 0.0272 0.276
C -1.041 -2.939 -2.121 -0.2262 -0.0979 -0.6094 -0.258
C -1.767 -2.325 -3.106 0.2259 0.1745 0.6721 -0.079
C -2.206 -0.993 -2.914 0.2135 0.0342 0.3215 -0.122
C -2.990 -0.320 -3.865 -0.1869 0.3635 -0.1112 -0.166
C -3.423 0.964 -3.641 0.0087 -0.3962 -0.3644 -0.217
C -3.148 1.581 -2.422 0.3445 -0.2236 0.6382 -0.164
C -2.415 0.930 -1.455 -0.1068 0.4470 0.0367 -0.228
C -1.856 -0.338 -1.699 -0.2471 -0.2780 -0.6011 0.251
N -1.035 -0.937 -0.774 -0.9542 -2.2178 -2.2799 -0.612
H 1.120 -4.419 3.529 0.0152 -0.1096 0.0653 0.209
H 1.003 -5.819 1.495 -0.0129 -0.0741 -0.0374 0.213
H 0.172 -4.869 -0.596 0.0170 -0.1170 -0.1474 0.200
H 0.534 -2.062 3.444 0.0214 -0.0089 -0.1239 0.188
H -0.763 -3.976 -2.236 0.0867 -0.0069 0.0484 0.225
H -2.049 -2.854 -4.005 0.0247 -0.0448 -0.0828 0.221
H -3.250 -0.834 -4.778 0.0113 -0.0434 -0.1179 0.213
H -3.995 1.491 -4.388 -0.0820 -0.0133 -0.1051 0.219
H -3.512 2.574 -2.210 -0.1079 0.0698 -0.0041 0.224
H -2.280 1.407 -0.490 -0.0210 -0.1036 -0.1768 0.242
I -2.713 4.287 1.571 -0.1838 -0.2201 0.1299 0.147
C -3.858 3.145 2.842 0.2808 0.4585 -0.3059 -0.520
I -2.481 0.091 2.227 -0.2619 0.0565 0.1058 -0.381
H -4.748 2.695 2.460 -0.1970 -0.1452 -0.1956 0.190
H -3.687 3.276 3.887 0.0930 -0.0103 0.3363 0.183
```
Positions in Å, forces in eV/Å.

Calculated values
**E_HOMO (alpha / beta)**: -7.40 / -8.00 eV
**E**: -3013.1342 a.u.
**E_LUMO (alpha / beta)**: -0.879 / -0.880 eV
**⟨S²⟩**: 2.010
**Frontier orbital gap (alpha / beta)**: 6.52 / 7.12 eV
**Relative energy (zero: lowest compared OMol25 entry of this formula, charge and spin)**: 18.5 kcal/mol
**Spin multiplicity**: 3